ORCA calculation (ωB97M-V/def2-TZVPD) on a 2-piece molecular cluster, C5H11N2O overall in a non-equilibrium geometry.

Its total charge is +1. As for the energy relative to the best compared isomer or geometry (same formula, charge and spin): 140.41 kcal per mole. The value obtained for the HOMO-LUMO gap is 4.276 eV. The HOMO energy comes out at -12.64 eV. The molar mass comes out at 115.2 g mol⁻¹.

```
19
Properties=species:S:1:pos:R:3:forces:R:3:lowdin_charge:R:1
H 1.903591 -2.294322 -2.578595 0.03 0.12 0.08 0.014
H 0.046830 2.998860 1.209092 0.09 -0.05 0.33 0.136
N 0.906667 -2.461957 -2.536824 0.12 0.11 -0.31 0.027
H 0.705471 1.344578 -2.323310 0.07 -0.30 -0.42 0.100
H 0.783912 -3.437899 -2.761634 -0.18 -0.13 0.02 0.013
H -1.317400 -2.168065 0.945758 0.07 0.26 0.28 0.157
N 0.585667 1.850565 -0.416312 0.40 0.44 1.11 0.007
C 0.109860 1.282209 -1.429162 -0.09 -0.12 -0.30 0.020
H -0.134855 1.470378 2.826015 -0.05 0.01 -0.25 0.144
H -0.841759 0.753839 -1.455287 -0.22 0.17 -0.12 0.095
H -1.272014 2.076315 0.448175 -0.14 0.02 0.46 0.130
H 1.111267 0.691268 1.842120 0.02 0.09 -0.63 0.166
C -0.219026 2.053370 0.751827 -0.57 -0.08 -1.81 -0.135
O 0.049660 -1.115263 -0.070420 0.63 0.23 -0.09 0.111
H -1.617753 -0.236872 2.529732 -0.20 -0.04 0.15 0.150
C -0.761696 -0.200868 1.867361 -0.62 0.74 -0.14 0.174
C 0.044865 0.953682 1.874138 0.89 -0.20 2.02 -0.109
C -0.662439 -1.280830 0.879581 -0.39 -1.03 -0.32 -0.150
H 0.579150 -2.278988 -1.602254 0.13 -0.23 -0.04 -0.050
```
Positions in Å, forces in eV/Å.

=====

ORCA calculation (ωB97M-V/def2-TZVPD) on an isolated ion of composition C5H11N2O and charge +1 in a non-equilibrium geometry.

Its total charge is +1. As for the energy relative to the best compared isomer or geometry (same formula, charge and spin): 121.12 kcal per mole. The value obtained for the HOMO-LUMO gap (spin up / spin down) is 7.895 / 7.897 eV. The HOMO energy (spin up / spin down) comes out at -11.50 / -11.50 eV. The molar mass comes out at 115.2 g mol⁻¹.

```
19
Properties=species:S:1:pos:R:3:forces:R:3:lowdin_charge:R:1
H -3.014142 1.372111 0.708471 0.25 -0.09 -0.85 0.110
C 1.101710 -1.210463 -0.291858 -1.75 3.57 -0.54 -0.062
C -3.342632 0.441235 0.227690 -1.65 0.04 -2.20 -0.025
H 0.485473 1.137109 -1.391370 0.42 -0.07 0.48 0.087
H -0.543418 -2.270073 -0.113864 -1.02 0.09 0.26 0.173
H 1.492146 2.154427 -0.126595 -0.41 -2.21 -0.73 0.144
H 3.259880 1.064802 0.846893 -0.15 -0.61 -0.79 0.119
O -2.316713 -0.552497 0.156651 -1.73 -1.28 2.18 -0.065
H -4.195910 0.132757 0.809678 0.33 -0.91 0.75 0.089
N -0.286084 -1.320087 -0.336933 0.83 2.71 -0.69 0.132
H -1.313309 0.679350 -1.030674 1.49 -2.31 1.13 0.176
C 2.919311 0.026949 0.642033 -1.41 2.96 2.24 0.027
H 3.611179 -0.519198 0.151664 2.30 -1.57 -1.83 0.068
H 1.577720 -2.083230 -0.072106 1.64 -1.80 0.48 0.108
H 2.827462 -0.360245 1.642896 -0.65 -0.56 0.21 0.105
H -3.872287 0.430599 -0.807564 1.36 1.02 1.40 0.142
C 1.137056 1.121451 -0.518110 -1.68 5.23 -0.82 0.033
C -1.183122 -0.289628 -0.375361 0.35 0.94 -1.97 -0.163
N 1.655674 0.044639 -0.121550 1.48 -5.15 1.28 -0.198
```
Positions in Å, forces in eV/Å.

=====

ORCA calculation (ωB97M-V/def2-TZVPD) on an isolated ion of composition C5H11N2O and charge +1 in a non-equilibrium geometry.

Its total charge is +1. As for the energy relative to the best compared isomer or geometry (same formula, charge and spin): 66.01 kcal per mole. The value obtained for the HOMO-LUMO gap is 9.206 eV. The HOMO energy comes out at -12.95 eV. As for the structure (SMILES): N/C(=C\[NH3+])CCC=O. The molar mass comes out at 115.2 g mol⁻¹.

```
19
Properties=species:S:1:pos:R:3:forces:R:3:lowdin_charge:R:1
H -0.712639 -1.382199 2.675865 -0.49 0.43 -0.54 0.169
H 1.647551 -0.680921 -1.455448 0.19 -0.93 -1.50 0.123
H 0.340677 -0.685020 3.571916 0.06 0.32 -0.08 0.176
H -1.824156 -0.163557 -0.615541 -0.01 -0.33 -0.78 0.100
C 0.609454 0.761427 -0.593400 -2.39 1.30 0.29 -0.122
H -0.035859 1.639945 -0.785758 0.03 -0.25 -0.40 0.135
N -0.389332 -0.434283 2.888542 1.31 0.08 1.76 0.180
N -1.361047 -0.495484 0.203700 0.60 -0.49 0.28 0.157
C -0.176673 0.070133 0.539125 0.19 1.19 -0.64 -0.321
H -1.057068 0.087545 3.466234 -0.45 -0.10 -0.42 0.178
H -1.849190 -1.152439 0.775605 -0.31 0.04 0.16 0.099
O -1.152459 -0.393152 -2.923337 -0.13 0.02 0.30 0.063
C 0.036126 -0.290344 -3.059696 -0.07 0.03 0.36 -0.236
H 1.434291 1.262975 -0.075652 0.46 -0.56 -0.66 0.110
H 1.664133 0.843024 -2.350385 0.18 -0.59 -0.33 0.120
C 1.010430 0.049454 -1.957670 0.86 1.67 2.72 -0.106
C 0.262474 0.311936 1.796450 -0.35 -1.22 -1.41 -0.076
H 0.482737 -0.347224 -4.070276 0.10 -0.17 0.18 0.132
H 1.070547 0.998189 1.969730 0.23 -0.45 0.71 0.118
```
Positions in Å, forces in eV/Å.

=====

ORCA calculation (ωB97M-V/def2-TZVPD) on an isolated ion of composition C5H11N2O and charge +2 in a non-equilibrium geometry.

Its total charge is +2. As for the energy relative to the best compared isomer or geometry (same formula, charge and spin): 106.85 kcal per mole. The value obtained for the HOMO-LUMO gap (spin up / spin down) is 7.838 / 7.920 eV. The HOMO energy (spin up / spin down) comes out at -18.27 / -18.77 eV. The spin multiplicity is 2. The molar mass comes out at 115.2 g mol⁻¹.

```
19
Properties=species:S:1:pos:R:3:forces:R:3:mulliken_spin:R:1
C 0.378428 0.482655 0.230319 0.49 -0.82 -0.04 0.038
C -0.734392 -0.192077 1.079189 -0.76 1.48 -0.29 0.037
N 2.408916 -0.722212 -2.653907 -2.05 -0.67 0.22 0.255
H -2.703833 0.594748 1.553240 -0.47 1.81 0.83 0.001
H 2.532267 -1.137918 -0.698531 -0.19 0.31 0.38 0.014
O -2.464098 1.286730 0.439472 -1.42 0.81 0.98 -0.003
C 1.913331 -0.638526 -1.442254 1.09 -0.42 -0.17 0.093
C 0.683184 -0.030417 -1.139198 -0.41 -0.31 0.73 0.488
H -0.194218 0.379860 3.023161 -0.33 -0.15 0.31 0.000
H 2.929010 -1.558054 -2.907655 0.79 0.43 -0.09 -0.001
H -2.824540 -0.705957 0.226241 -0.11 0.04 -0.14 0.001
H 1.769670 -0.361586 -3.351654 0.48 0.14 -0.73 0.000
C -2.128560 0.102059 0.508369 2.09 -3.35 -1.43 0.005
H 0.111332 1.538700 0.153430 0.15 0.15 0.03 0.046
H -0.603224 -1.240611 1.326303 0.08 -0.16 -0.42 -0.008
N -0.931787 0.511315 2.341371 -0.34 -0.54 0.35 0.012
H -0.108040 -0.112054 -1.875318 0.10 0.46 -0.33 0.023
H -1.311093 1.446703 2.355112 0.72 0.38 -0.28 0.000
H 1.277649 0.356642 0.832311 0.08 0.43 0.10 -0.002
```
Positions in Å, forces in eV/Å.

=====

What did the first record say?
ORCA calculation (ωB97M-V/def2-TZVPD) on a 2-piece molecular cluster, C5H11N2O overall in a non-equilibrium geometry.

Its total charge is +1. As for the energy relative to the best compared isomer or geometry (same formula, charge and spin): 140.41 kcal per mole. The value obtained for the HOMO-LUMO gap is 4.276 eV. The HOMO energy comes out at -12.64 eV. The molar mass comes out at 115.2 g mol⁻¹.

```
19
Properties=species:S:1:pos:R:3:forces:R:3:lowdin_charge:R:1
H 1.903591 -2.294322 -2.578595 0.03 0.12 0.08 0.014
H 0.046830 2.998860 1.209092 0.09 -0.05 0.33 0.136
N 0.906667 -2.461957 -2.536824 0.12 0.11 -0.31 0.027
H 0.705471 1.344578 -2.323310 0.07 -0.30 -0.42 0.100
H 0.783912 -3.437899 -2.761634 -0.18 -0.13 0.02 0.013
H -1.317400 -2.168065 0.945758 0.07 0.26 0.28 0.157
N 0.585667 1.850565 -0.416312 0.40 0.44 1.11 0.007
C 0.109860 1.282209 -1.429162 -0.09 -0.12 -0.30 0.020
H -0.134855 1.470378 2.826015 -0.05 0.01 -0.25 0.144
H -0.841759 0.753839 -1.455287 -0.22 0.17 -0.12 0.095
H -1.272014 2.076315 0.448175 -0.14 0.02 0.46 0.130
H 1.111267 0.691268 1.842120 0.02 0.09 -0.63 0.166
C -0.219026 2.053370 0.751827 -0.57 -0.08 -1.81 -0.135
O 0.049660 -1.115263 -0.070420 0.63 0.23 -0.09 0.111
H -1.617753 -0.236872 2.529732 -0.20 -0.04 0.15 0.150
C -0.761696 -0.200868 1.867361 -0.62 0.74 -0.14 0.174
C 0.044865 0.953682 1.874138 0.89 -0.20 2.02 -0.109
C -0.662439 -1.280830 0.879581 -0.39 -1.03 -0.32 -0.150
H 0.579150 -2.278988 -1.602254 0.13 -0.23 -0.04 -0.050
```
Positions in Å, forces in eV/Å.

=====

- Which value of energy relative to the best compared isomer or geometry (same formula, charge and spin) does entry 4 give?
  106.85 kcal per mole

=====

What did the second record say?
ORCA calculation (ωB97M-V/def2-TZVPD) on an isolated ion of composition C5H11N2O and charge +1 in a non-equilibrium geometry.

Its total charge is +1. As for the energy relative to the best compared isomer or geometry (same formula, charge and spin): 121.12 kcal per mole. The value obtained for the HOMO-LUMO gap (spin up / spin down) is 7.895 / 7.897 eV. The HOMO energy (spin up / spin down) comes out at -11.50 / -11.50 eV. The molar mass comes out at 115.2 g mol⁻¹.

```
19
Properties=species:S:1:pos:R:3:forces:R:3:lowdin_charge:R:1
H -3.014142 1.372111 0.708471 0.25 -0.09 -0.85 0.110
C 1.101710 -1.210463 -0.291858 -1.75 3.57 -0.54 -0.062
C -3.342632 0.441235 0.227690 -1.65 0.04 -2.20 -0.025
H 0.485473 1.137109 -1.391370 0.42 -0.07 0.48 0.087
H -0.543418 -2.270073 -0.113864 -1.02 0.09 0.26 0.173
H 1.492146 2.154427 -0.126595 -0.41 -2.21 -0.73 0.144
H 3.259880 1.064802 0.846893 -0.15 -0.61 -0.79 0.119
O -2.316713 -0.552497 0.156651 -1.73 -1.28 2.18 -0.065
H -4.195910 0.132757 0.809678 0.33 -0.91 0.75 0.089
N -0.286084 -1.320087 -0.336933 0.83 2.71 -0.69 0.132
H -1.313309 0.679350 -1.030674 1.49 -2.31 1.13 0.176
C 2.919311 0.026949 0.642033 -1.41 2.96 2.24 0.027
H 3.611179 -0.519198 0.151664 2.30 -1.57 -1.83 0.068
H 1.577720 -2.083230 -0.072106 1.64 -1.80 0.48 0.108
H 2.827462 -0.360245 1.642896 -0.65 -0.56 0.21 0.105
H -3.872287 0.430599 -0.807564 1.36 1.02 1.40 0.142
C 1.137056 1.121451 -0.518110 -1.68 5.23 -0.82 0.033
C -1.183122 -0.289628 -0.375361 0.35 0.94 -1.97 -0.163
N 1.655674 0.044639 -0.121550 1.48 -5.15 1.28 -0.198
```
Positions in Å, forces in eV/Å.

=====

- The lowest energy relative to the best compared isomer or geometry (same formula, charge and spin) belongs to which entry?
  number 3